1.
The following is a DFT calculation (the ωB97M-V functional and the def2-TZVPD basis) of a gas-phase ion, C6H8ClN2O (charge +1).

Properties
lowest unoccupied orbital energy = -3.565 eV
HOMO-LUMO gap = 0.3523 Ha
calculated total energy = -23894.8368 eV
ΔE to the lowest compared entry with this formula, charge and spin = 0.00 kcal per mole

```
! wB97M-V def2-TZVPD RIJCOSX def2/J DEFGRID3
* xyz 1 1
C 1.8584 2.4878 -0.0263
O 0.5392 1.9891 0.0915
C 0.2495 0.6985 -0.0272
N 1.2122 -0.2762 -0.0158
C 0.8188 -1.5871 -0.1140
C -0.4835 -1.9642 -0.0030
C -1.5481 -1.0063 0.0148
N -2.7715 -1.4679 0.0233
C -1.1464 0.3069 -0.0831
Cl -2.3335 1.5312 0.0041
H 1.7992 3.4685 -0.3615
H 2.6416 1.9979 -0.7299
H 2.1256 2.5473 1.0538
H 2.1896 -0.1824 -0.2328
H 1.6835 -2.3324 -0.1666
H -0.5251 -3.0628 -0.0348
H -2.9042 -2.4078 0.2731
H -3.4053 -0.7405 0.3344
*
```

2.
The following is a DFT calculation (the ωB97M-V functional and the def2-TZVPD basis) of C6H8ClNOS in the gas phase.

Properties
lowest unoccupied orbital energy = 0.052 eV
HOMO-LUMO gap = 0.3142 Ha
calculated total energy = -33244.8195 eV
ΔE to the lowest compared entry with this formula, charge and spin = 43.93 kcal per mole

```
! wB97M-V def2-TZVPD RIJCOSX def2/J DEFGRID3
* xyz 0 1
C -0.7970 2.3197 -0.7259
S -1.9595 0.9595 -0.3747
O -1.4563 0.3474 1.0712
C -0.3589 -0.4616 1.3421
C -0.3655 -1.7587 0.6065
C 0.1859 -1.6087 -0.7574
C 1.2712 -0.7907 -0.9307
C 1.6311 0.0602 0.1975
Cl 3.0429 1.0549 -0.0876
N 0.9133 0.3069 1.2237
H -0.4987 2.6418 0.2709
H -1.3660 3.1085 -1.2630
H -0.0038 1.8642 -1.2617
H -0.3953 -0.6176 2.3988
H -1.3068 -2.3286 0.6480
H 0.1728 -2.5128 1.0639
H -0.4239 -2.0984 -1.5128
H 1.7144 -0.4861 -1.9087
*
```

3.
The following is a DFT calculation (the ωB97M-V functional and the def2-TZVPD basis) of a molecular structure, C6H8CoO6.

Properties
lowest unoccupied orbital energy (spin up / spin down) = 0.085 / -2.694 eV
HOMO-LUMO gap (spin up / spin down) = 0.2564 / 0.2880 Ha
calculated total energy = -56258.2385 eV
ΔE to the lowest compared entry with this formula, charge and spin = 5.42 kcal per mole

```
! wB97M-V def2-TZVPD RIJCOSX def2/J DEFGRID3
* xyz 0 6
O -2.5907 -0.5514 -2.8318
O -2.3907 1.0892 -1.4132
C -1.8558 0.4634 -2.3608
C -2.8187 -0.6207 -4.2423
C -3.1222 -2.0510 -4.6285
H -3.6669 0.0353 -4.4892
H -1.9323 -0.2418 -4.7703
H -4.0175 -2.4162 -4.1067
H -3.3105 -2.1052 -5.7097
H -2.2790 -2.7140 -4.3915
C 1.7904 0.9617 -1.1259
C 2.4971 1.1367 0.2337
O 3.0986 -0.1310 0.5137
C 3.0513 -0.9156 -0.5675
O 2.4198 -0.3320 -1.5661
O 3.4725 -2.0466 -0.5777
O 0.3948 0.7593 -1.0949
H 2.2288 1.6609 -1.8612
H 1.7757 1.3602 1.0301
H 3.2818 1.9036 0.2119
Co -0.6890 2.0472 -1.7142
*
```

4.
The following is a DFT calculation (the ωB97M-V functional and the def2-TZVPD basis) of C6H8F2 in the gas phase.

Properties
lowest unoccupied orbital energy = 0.959 eV
HOMO-LUMO gap = 0.3792 Ha
calculated total energy = -11785.5235 eV
ΔE to the lowest compared entry with this formula, charge and spin = 8.18 kcal per mole

```
! wB97M-V def2-TZVPD RIJCOSX def2/J DEFGRID3
* xyz 0 1
C -1.3008 -1.7028 -2.1785
C -0.8158 -1.6633 -0.9054
F -1.5079 -2.2445 0.1141
C 0.4608 -1.0235 -0.4026
C 0.1995 -0.0331 0.6619
C 0.7451 1.1907 0.6779
C 0.5322 2.2655 1.6676
F 1.4981 1.6330 -0.3720
H -0.8200 -1.0903 -2.9562
H -2.1735 -2.2826 -2.4226
H 0.9963 -0.5595 -1.2022
H 1.1096 -1.8294 0.0040
H -0.3865 -0.3137 1.4999
H 1.4923 2.4750 2.1673
H -0.2195 1.9737 2.4471
H 0.1902 3.2047 1.1998
*
```

5.
The following is a DFT calculation (the ωB97M-V functional and the def2-TZVPD basis) of a molecular structure, C6H8FIO9S2.

Properties
lowest unoccupied orbital energy = 0.045 eV
HOMO-LUMO gap = 0.3679 Ha
calculated total energy = -57265.2922 eV
ΔE to the lowest compared entry with this formula, charge and spin = 10.30 kcal per mole

```
! wB97M-V def2-TZVPD RIJCOSX def2/J DEFGRID3
* xyz 0 1
C 0.5434 0.6226 1.0891
S -0.7888 0.1072 0.0241
O -0.9216 -1.3009 0.0761
O -0.5694 0.6753 -1.2470
C -2.2500 0.9562 0.6727
O -3.1729 1.4320 -0.2716
S -4.2152 2.2612 0.6628
O -5.4582 2.2447 0.0545
O -3.6439 3.4848 0.9978
O -4.1263 1.2720 1.9041
C -3.0964 0.2812 1.6887
I -4.1376 -1.4842 1.0358
H 0.1945 1.3906 1.7673
H 0.8268 -0.2402 1.6731
H 1.3391 1.0092 0.4761
H -1.8237 1.8298 1.1758
H -2.6346 0.0114 2.6220
C 3.7591 -2.2117 -1.9668
C 3.2119 -0.8103 -2.1262
O 2.5854 -0.5872 -0.8676
C 3.2528 -1.3457 0.0528
O 3.1669 -1.2054 1.2263
O 4.0263 -2.2663 -0.5599
F 2.2882 -0.7362 -3.1052
H 3.0105 -2.9596 -2.2279
H 4.6660 -2.3896 -2.5365
H 3.9676 -0.0410 -2.2906
*
```

6.
The following is a DFT calculation (the ωB97M-V functional and the def2-TZVPD basis) of C6H8FN in the gas phase.

Properties
lowest unoccupied orbital energy = 0.519 eV
HOMO-LUMO gap = 0.3184 Ha
calculated total energy = -10555.4738 eV
ΔE to the lowest compared entry with this formula, charge and spin = 82.66 kcal per mole

```
! wB97M-V def2-TZVPD RIJCOSX def2/J DEFGRID3
* xyz 0 1
C 0.2687 1.5537 1.4680
C -0.0850 0.0644 1.1781
N -1.2605 -0.1718 0.7342
C -1.6395 -1.2013 -0.0915
C -0.8375 -1.1931 -1.2350
C 0.2936 -0.4296 -1.6714
C 1.3602 -0.2142 -0.8167
F 2.2624 0.8003 -1.2109
H 0.8145 1.7399 2.5685
H -0.6976 2.0999 1.6020
H 0.9000 1.9319 0.6481
H 0.4808 -0.7825 1.6775
H -2.5617 -1.7197 -0.0262
H -1.2647 -1.7434 -2.0088
H 0.1814 0.1367 -2.7026
H 1.7850 -0.8712 -0.1132
*
```

7.
The following is a DFT calculation (the ωB97M-V functional and the def2-TZVPD basis) of a molecular structure, C6H8FeOP.

Properties
lowest unoccupied orbital energy (spin up / spin down) = 0.727 / -0.779 eV
HOMO-LUMO gap (spin up / spin down) = 0.2083 / 0.3086 Ha
calculated total energy = -52070.3048 eV
ΔE to the lowest compared entry with this formula, charge and spin = 0.00 kcal per mole

```
! wB97M-V def2-TZVPD RIJCOSX def2/J DEFGRID3
* xyz 0 6
C -0.4189 0.0550 -1.5509
C -1.2106 1.1083 -0.9730
C -0.3250 2.0615 -0.3650
C 1.0282 1.6420 -0.5976
C 1.0036 0.3942 -1.3103
Fe 0.0385 -0.1580 0.5847
P -0.0399 -2.2934 0.8215
H -0.7692 -0.7530 -2.1782
H -2.2917 1.1688 -1.0116
H -0.6269 2.9642 0.1514
H 1.8506 -0.1329 -1.7292
H 1.9255 2.1779 -0.3104
H 1.0717 -3.0343 0.3267
H -1.1279 -2.9625 0.1889
H -0.1419 -2.8180 2.1371
O 0.0058 0.3257 3.4905
C 0.0282 0.2544 2.3255
*
```

8.
The following is a DFT calculation (the ωB97M-V functional and the def2-TZVPD basis) of a molecular structure, C6H8GaN3O2Se2Te2.

Properties
lowest unoccupied orbital energy = -1.241 eV
HOMO-LUMO gap = 0.2198 Ha
calculated total energy = -212572.8813 eV
ΔE to the lowest compared entry with this formula, charge and spin = 22.36 kcal per mole

```
! wB97M-V def2-TZVPD RIJCOSX def2/J DEFGRID3
* xyz 0 1
Ga -0.2358 0.9628 0.1548
Se 0.5246 1.9035 2.2553
Te 0.6726 3.8924 0.7641
Te -1.8207 3.7463 -0.5534
Se -0.4416 2.4657 -1.9789
N 3.6565 2.2553 -0.7065
N 3.6972 1.0539 -0.0048
C 2.7576 -0.0360 -0.0624
O 3.1070 -1.1543 0.2187
O 1.5024 0.3572 -0.4520
H 3.7525 2.1431 -1.7165
H 2.6951 2.6104 -0.4833
H 4.6276 0.8504 0.3519
C -2.8598 -2.9303 0.4500
C -3.4706 -1.6312 0.4201
C -2.6843 -0.5303 0.3312
N -1.3502 -0.6119 0.0227
C -0.7775 -1.8075 -0.1738
C -1.4797 -2.9386 0.2586
H -3.5045 -3.8436 0.6371
H -4.5542 -1.4449 0.3288
H -3.1012 0.4771 0.4077
H 0.2122 -1.8579 -0.5176
H -0.9250 -3.9317 0.0482
*
```

9.
The following is a DFT calculation (the ωB97M-V functional and the def2-TZVPD basis) of C6H8IN3O in the gas phase.

Properties
lowest unoccupied orbital energy = 0.565 eV
HOMO-LUMO gap = 0.3636 Ha
calculated total energy = -20965.1638 eV
ΔE to the lowest compared entry with this formula, charge and spin = 69.44 kcal per mole

```
! wB97M-V def2-TZVPD RIJCOSX def2/J DEFGRID3
* xyz 0 1
N -3.6890 1.5251 0.0060
N -2.8476 0.5675 0.4476
N -1.6756 0.5757 0.0138
C -1.0953 -0.6068 0.4957
C -0.1504 -1.5451 -0.2049
C 1.2028 -0.9116 -0.2188
C 1.8482 0.1242 -1.1464
C 2.8406 0.8928 -0.2813
O 2.6545 1.9447 0.1867
I 4.6643 -0.2676 -0.0044
C 0.3521 -0.7196 1.0307
H -4.5115 1.6323 0.5564
H -3.3087 2.4056 -0.2972
H -1.7411 -1.0110 1.2697
H -0.5387 -2.5813 -0.2885
H 2.0372 -1.5592 -0.1532
H 1.1979 0.8028 -1.5813
H 2.2660 -0.2983 -1.9314
H 0.4942 -0.9702 2.1008
*
```

10.
The following is a DFT calculation (the ωB97M-V functional and the def2-TZVPD basis) of a molecular structure, C6H8In.

Properties
lowest unoccupied orbital energy = 3.398 eV
HOMO-LUMO gap = 0.2965 Ha
calculated total energy = -11524.4117 eV

```
! wB97M-V def2-TZVPD RIJCOSX def2/J DEFGRID3
* xyz -1 1
In -1.2771 -1.9786 -1.4306
C -0.2090 -0.3837 -0.2549
C 0.4422 -0.6529 0.9508
C 1.0793 0.3606 1.6730
C 1.0992 1.6655 1.1929
C 0.4266 1.9664 0.0130
C -0.2101 0.9479 -0.6974
H -2.8612 -1.2614 -1.8736
H -0.4182 -2.3793 -2.9345
H -1.4298 -3.3682 -0.3245
H 0.4774 -1.6582 1.3486
H 1.5746 0.1197 2.6065
H 1.6157 2.4546 1.7229
H 0.4158 2.9764 -0.3750
H -0.7254 1.1911 -1.6172
*
```

11.
The following is a DFT calculation (the ωB97M-V functional and the def2-TZVPD basis) of a molecular structure, C6H8Li2O6.

Properties
lowest unoccupied orbital energy (spin up / spin down) = -0.016 / -0.016 eV
HOMO-LUMO gap (spin up / spin down) = 0.2553 / 0.2553 Ha
calculated total energy = -19047.5271 eV
ΔE to the lowest compared entry with this formula, charge and spin = 6.65 kcal per mole

```
! wB97M-V def2-TZVPD RIJCOSX def2/J DEFGRID3
* xyz 0 1
O 1.4407 -0.7642 -0.5439
C 1.4025 -0.0985 0.6582
C 2.6472 -0.4383 -1.2508
O 0.8155 -0.6399 1.5913
O 2.5248 0.6115 0.8110
C 3.2029 0.7358 -0.4448
H 2.4007 -0.1743 -2.2845
H 3.2995 -1.3200 -1.2347
H 2.9518 1.7069 -0.8867
H 4.2794 0.6675 -0.2666
Li -0.4704 -0.8327 -1.3789
O -0.5267 1.1446 -1.0392
O -1.9983 0.9496 0.6116
C -2.9689 0.4409 -0.3185
C -3.0059 -1.0877 -0.2485
O -1.7296 -1.6250 -0.3211
C -0.7242 1.2896 0.1705
H -3.9382 0.8813 -0.0503
H -2.7023 0.7358 -1.3437
H -3.6699 -1.4387 -1.0659
H -3.5158 -1.3743 0.6991
Li -1.0234 -1.1241 1.3144
*
```

12.
The following is a DFT calculation (the ωB97M-V functional and the def2-TZVPD basis) of a molecular structure, C6H8LiO6Rb.

Properties
lowest unoccupied orbital energy = -1.337 eV
HOMO-LUMO gap = 0.1618 Ha
calculated total energy = -19495.7532 eV
ΔE to the lowest compared entry with this formula, charge and spin = 30.44 kcal per mole

```
! wB97M-V def2-TZVPD RIJCOSX def2/J DEFGRID3
* xyz 0 1
O 0.5757 0.4532 1.2302
O 1.4624 -1.9178 -0.7110
C -0.1656 -0.4952 1.9616
C 0.1345 -1.9426 1.6055
O -0.4287 -2.3732 0.3649
C 0.3644 -2.5100 -0.7644
H -1.2309 -0.2334 1.8485
H 0.0749 -0.4926 3.0427
H -0.3134 -2.5805 2.3800
H 1.2255 -2.0930 1.6193
O 0.9146 1.2188 -1.1184
C 0.2612 0.8739 -2.3446
C -1.2042 0.7762 -1.9286
O -1.2622 1.5482 -0.7267
C -0.0248 1.7329 -0.2297
H 0.4625 1.6738 -3.0671
H 0.6840 -0.0656 -2.7147
H -1.4909 -0.2556 -1.6860
H -1.8956 1.2175 -2.6522
O 0.2555 2.7969 0.3483
Rb -0.2206 2.9085 3.5777
Li 1.8217 -0.2404 -0.0350
*
```

13.
The following is a DFT calculation (the ωB97M-V functional and the def2-TZVPD basis) of a molecular structure, C6H8LiO6Rb.

Properties
lowest unoccupied orbital energy = -0.121 eV
HOMO-LUMO gap = 0.3121 Ha
calculated total energy = -19496.5393 eV
ΔE to the lowest compared entry with this formula, charge and spin = 12.31 kcal per mole

```
! wB97M-V def2-TZVPD RIJCOSX def2/J DEFGRID3
* xyz 0 1
O 2.4991 0.0762 -0.8178
C 1.7741 -0.9472 -0.3123
C 2.7225 1.2105 0.0111
O 1.4961 -1.8570 -1.1172
O 1.4299 -0.8858 0.8942
C 1.5550 2.1716 -0.0792
H 3.6206 1.7086 -0.3741
H 2.8881 0.9106 1.0524
H 1.3939 2.4685 -1.1235
H 1.7774 3.0516 0.5370
O -1.5219 0.5892 0.2583
C -0.5938 1.1996 -0.4566
C -2.4998 -0.2001 -0.4463
O 0.2407 1.7070 0.4052
O -1.4115 -2.1099 0.5234
C -2.6410 -1.5246 0.2960
H -2.1277 -0.3560 -1.4676
H -3.4441 0.3603 -0.4700
H -3.3226 -2.1558 -0.3091
H -3.1859 -1.3318 1.2448
Rb -0.5594 -1.3487 2.2629
Li -0.0897 -2.7368 -0.5117
*
```